No. 1
The following is a quantum chemistry calculation of a structure of composition C24H18AsF7N2O7PPdS, from the Open Molecules 2025 dataset.

The total energy is -145961.67828 eV. The calculation puts the LUMO energy (spin up / spin down) at -2.30 / -2.89 eV. The value obtained for the HOMO-LUMO gap (spin up / spin down) is 7.02 / 6.43 eV. Its energy above the lowest of the compared OMol25 structures with the same formula, charge and spin is 0.0 kJ/mol. For the HOMO energy (spin up / spin down), the calculation gives -9.315 / -9.314 eV.

```
! wB97M-V def2-TZVPD RIJCOSX def2/J DEFGRID3
* xyz 0 2
Pd 0.159 0.119 0.795
O -0.973 2.043 0.770
S -1.662 1.679 2.043
O -2.989 2.154 2.219
O -1.465 0.215 2.169
C -0.645 2.376 3.321
C -1.235 3.206 4.265
C -0.456 3.749 5.278
C 0.901 3.466 5.352
C 1.494 2.635 4.414
C 0.732 2.082 3.390
P 1.605 1.034 2.190
C 2.794 2.019 1.317
C 4.065 2.229 1.859
C 4.971 3.024 1.177
C 4.614 3.599 -0.033
C 3.346 3.406 -0.561
C 2.425 2.622 0.114
C 2.316 -0.317 3.094
C 3.514 -0.921 2.701
C 3.973 -2.031 3.388
C 3.225 -2.557 4.433
C 2.023 -1.976 4.809
C 1.567 -0.850 4.148
H -2.292 3.412 4.192
H -0.912 4.397 6.014
H 1.503 3.892 6.143
H 2.553 2.416 4.479
H 4.350 1.769 2.796
H 5.962 3.180 1.582
H 5.335 4.200 -0.572
H 3.074 3.855 -1.506
H 1.440 2.460 -0.305
H 4.067 -0.529 1.855
H 4.906 -2.500 3.105
H 3.582 -3.435 4.955
H 1.438 -2.405 5.611
H 0.624 -0.399 4.431
F 4.667 -4.213 0.962
C 4.803 -3.075 0.277
C 3.872 -2.660 -0.584
N 4.004 -1.475 -1.279
C 2.896 -0.975 -2.071
C 1.861 -0.242 -1.250
O 0.964 0.391 -1.752
O 1.982 -0.402 0.071
C 5.037 -0.599 -1.026
O 5.107 0.513 -1.508
N 6.012 -1.096 -0.181
C 5.991 -2.282 0.551
O 6.866 -2.549 1.344
H 2.959 -3.217 -0.752
H 2.374 -1.816 -2.526
H 3.278 -0.317 -2.846
H 6.797 -0.483 -0.011
F -1.058 -1.273 -0.400
As -0.647 -2.997 -0.019
F 0.693 -2.830 -1.112
F 0.409 -2.311 1.233
F -0.158 -4.584 0.386
F -1.927 -2.978 1.121
F -1.667 -3.482 -1.297
*
```

These are the Löwdin partial charges, in e, on atoms 1 to 4:
1. Pd 1.101
2. O -0.347
3. S 0.518
4. O -0.231

***

No. 2
The following is a quantum chemistry calculation of a structure of composition C24H18AuN4O3S2, from the Open Molecules 2025 dataset.

The total energy is -62638.76178 eV. The calculation puts the LUMO energy (spin up / spin down) at -5.31 / -5.42 eV. The value obtained for the HOMO-LUMO gap (spin up / spin down) is 5.07 / 4.82 eV. Its energy above the lowest of the compared OMol25 structures with the same formula, charge and spin is 253.3 kJ/mol. For the HOMO energy (spin up / spin down), the calculation gives -10.381 / -10.235 eV.

```
! wB97M-V def2-TZVPD RIJCOSX def2/J DEFGRID3
* xyz 1 1
Au -0.672 -0.256 1.473
N -3.007 -0.232 1.704
C -3.293 -0.879 2.991
C -2.204 -1.822 3.476
O -2.395 -2.539 4.427
N -1.008 -1.761 2.783
C 0.092 -2.357 3.319
C 1.246 -0.791 4.066
O 1.744 -1.257 5.024
O 1.089 0.114 3.295
H -3.458 0.672 1.640
H -3.338 -0.795 0.928
H -4.231 -1.433 2.980
H -3.381 -0.106 3.757
H 0.896 -2.600 2.632
H -0.064 -3.010 4.169
S 0.084 6.474 -0.488
C -0.110 7.525 0.839
C -0.264 6.844 2.008
C -0.202 5.442 1.833
C -0.001 5.082 0.524
C 0.134 3.741 -0.033
C -0.252 2.613 0.714
N -0.145 1.376 0.265
C 0.368 1.135 -0.965
C 0.751 2.197 -1.796
C 1.271 1.915 -3.102
C 1.406 0.643 -3.535
C 1.045 -0.463 -2.697
C 1.198 -1.798 -3.100
C 0.850 -2.833 -2.250
C 0.352 -2.467 -0.980
N 0.203 -1.226 -0.585
C 0.531 -0.219 -1.413
C 0.983 -4.241 -2.612
C 1.325 -4.767 -3.832
C 1.371 -6.179 -3.826
C 1.067 -6.709 -2.609
S 0.705 -5.500 -1.464
C 0.625 3.504 -1.307
H -0.112 8.593 0.689
H -0.404 7.326 2.964
H -0.269 4.745 2.656
H -0.669 2.726 1.705
H 1.554 2.749 -3.731
H 1.799 0.432 -4.521
H 1.601 -2.001 -4.084
H 0.064 -3.231 -0.265
H 1.534 -4.174 -4.710
H 1.624 -6.777 -4.688
H 1.032 -7.749 -2.329
H 0.938 4.324 -1.940
*
```

These are the Löwdin partial charges, in e, on atoms 1 to 4:
1. Au 0.927
2. N -0.071
3. C -0.157
4. C -0.458

***

No. 3
The following is a quantum chemistry calculation of a structure of composition C24H18AuN6O2Se, from the Open Molecules 2025 dataset.

The total energy is -107227.75249 eV. The calculation puts the LUMO energy at -11.36 eV. The value obtained for the HOMO-LUMO gap is 5.62 eV. For the HOMO energy, the calculation gives -16.979 eV.

```
! wB97M-V def2-TZVPD RIJCOSX def2/J DEFGRID3
* xyz 3 1
Au -0.277 -0.221 -0.292
O 2.469 0.703 5.817
C 1.921 -0.564 5.552
C 1.329 -0.496 4.180
C 0.442 -1.466 3.708
C -0.095 -1.345 2.449
N 0.239 -0.299 1.667
C 1.139 0.637 2.080
C 1.683 0.559 3.333
C 1.482 1.641 1.058
C 2.206 2.781 1.271
C 2.384 3.697 0.228
C 3.200 4.928 0.480
O 4.086 4.600 1.526
C 1.783 3.434 -1.004
C 1.074 2.269 -1.184
N 0.952 1.390 -0.172
H 2.810 0.732 6.714
H 1.144 -0.863 6.259
H 2.678 -1.358 5.540
H 0.155 -2.315 4.319
H -0.815 -2.057 2.060
H 2.399 1.294 3.676
H 2.635 2.992 2.242
H 2.502 5.727 0.762
H 3.696 5.233 -0.441
H 4.716 5.313 1.656
H 1.871 4.125 -1.835
H 0.626 2.008 -2.137
Se -4.521 -3.899 -5.387
N -4.861 -3.300 -3.757
C -3.754 -2.745 -3.345
C -3.614 -2.150 -2.014
C -4.630 -2.073 -1.050
C -4.378 -1.466 0.167
C -3.104 -0.984 0.449
N -2.139 -1.074 -0.470
C -2.386 -1.612 -1.697
C -1.311 -1.533 -2.649
N -0.189 -0.882 -2.231
C 0.912 -0.854 -2.986
C 0.917 -1.476 -4.230
C -0.232 -2.087 -4.698
C -1.380 -2.124 -3.892
C -2.649 -2.756 -4.256
N -2.844 -3.335 -5.409
H -5.607 -2.482 -1.282
H -5.147 -1.379 0.922
H -2.854 -0.552 1.412
H 1.775 -0.315 -2.610
H 1.820 -1.446 -4.825
H -0.262 -2.554 -5.676
*
```

These are the Löwdin partial charges, in e, on atoms 1 to 4:
1. Au 1.441
2. O -0.027
3. C -0.175
4. C -0.102

***

No. 4
The following is a quantum chemistry calculation of a structure of composition C24H18BeN3O3S7, from the Open Molecules 2025 dataset.

The total energy is -112045.75402 eV. The calculation puts the LUMO energy at 1.42 eV. The value obtained for the HOMO-LUMO gap is 7.01 eV. Its energy above the lowest of the compared OMol25 structures with the same formula, charge and spin is 0.0 kJ/mol. For the HOMO energy, the calculation gives -5.588 eV.

```
! wB97M-V def2-TZVPD RIJCOSX def2/J DEFGRID3
* xyz -1 1
Be -0.117 1.181 -1.143
S 3.994 1.144 -1.135
C 3.561 -0.477 -0.662
C 4.396 -1.534 -0.331
C 3.812 -2.754 -0.049
C 2.425 -2.911 -0.096
C 1.595 -1.855 -0.406
C 2.166 -0.617 -0.686
N 1.501 0.537 -1.047
C 2.314 1.516 -1.345
C 1.762 2.775 -1.803
C 2.535 3.853 -2.228
C 1.898 5.015 -2.623
C 0.509 5.080 -2.582
C -0.241 3.987 -2.164
C 0.351 2.784 -1.778
H 5.469 -1.401 -0.305
H 4.439 -3.597 0.208
H 1.995 -3.881 0.113
H 0.521 -1.964 -0.450
H 3.617 3.777 -2.262
H 2.474 5.864 -2.966
H 0.005 5.986 -2.899
H -1.323 4.068 -2.145
C -3.861 -3.507 0.744
S -2.952 -2.572 -0.521
C -4.259 -1.840 -1.424
C -4.256 -0.566 -1.869
S -3.104 0.688 -1.514
S -5.649 -0.100 -2.840
C -6.554 -1.572 -2.669
S -8.081 -1.780 -3.215
S -5.645 -2.824 -1.881
H -3.106 -4.032 1.324
H -4.531 -4.220 0.271
H -4.416 -2.827 1.386
N -0.712 1.454 0.577
C -0.055 0.799 1.687
C 0.762 1.526 2.542
C 1.406 0.882 3.590
C 1.236 -0.479 3.772
C 0.408 -1.199 2.930
C -0.243 -0.559 1.886
S 2.003 -1.314 5.176
O 1.916 -2.730 4.844
O 3.356 -0.779 5.217
O 1.162 -0.906 6.294
H -0.767 2.451 0.756
H -1.675 1.118 0.496
H 0.883 2.594 2.392
H 2.042 1.424 4.278
H 0.295 -2.259 3.117
H -0.908 -1.099 1.227
N -1.154 -0.929 -2.719
C -1.270 0.051 -1.979
H -1.930 -1.468 -3.093
*
```

These are the Löwdin partial charges, in e, on atoms 1 to 4:
1. Be 0.058
2. S 1.137
3. C -0.441
4. C -0.085